68
Properties=species:S:1:pos:R:3 method="wB97M-V/def2-TZVPD" lumo_ev="4.2 / 4.2" s_squared=0.772 homo_lumo_gap_ev="6.2 / 6.2" de_lowest_kj_mol=0.0 e_tot_ev=-169786.1612 charge=-2 spin_multiplicity=2
O 2.212 -0.040 -2.973
H -3.549 1.203 0.700
H -2.466 -2.484 -3.838
C 3.865 1.435 1.474
C 5.935 2.858 1.669
H 2.108 0.224 1.228
Co -0.914 0.083 0.518
H 3.785 1.440 2.554
N -2.099 -1.299 -0.738
C -2.684 -2.348 -2.788
H 6.283 3.753 1.153
H 0.642 4.113 -4.155
O 0.250 -1.080 1.720
C 2.760 -4.248 2.589
Cl -4.756 -1.866 3.583
Cl -6.090 -4.579 -0.880
C -1.186 3.986 -3.078
C -3.714 -3.012 -2.184
H -1.550 1.782 2.193
C 1.797 -4.398 1.609
H -1.647 4.850 -3.539
C 4.972 2.120 -0.532
H -6.010 -3.623 1.784
N -1.923 1.459 -0.494
H 0.050 1.122 2.602
C 4.035 1.425 -1.288
O 1.765 -1.496 -1.023
C -3.979 -2.809 -0.810
C -0.578 1.487 1.791
H -1.014 -0.989 -2.432
C 0.986 -2.080 1.950
C 4.899 2.130 0.855
S 1.814 -0.171 -1.583
H 5.536 3.159 2.637
Cl -0.304 -3.676 0.142
C -5.019 -3.435 -0.083
C 1.988 -2.036 2.977
C 0.942 -3.355 1.315
C 3.010 0.747 -0.648
H -4.342 -3.693 -2.745
C -3.830 2.869 -0.697
C -1.879 -1.491 -2.012
Cl 0.173 3.107 1.280
H 1.653 2.129 -3.179
C -4.406 -2.220 1.908
H 1.695 -5.330 1.071
C 0.022 1.670 -1.883
C -3.199 3.595 -1.666
C -3.143 -1.905 -0.124
C -5.208 -3.139 1.239
H 6.808 2.228 1.857
O -2.650 -0.611 1.793
H 3.586 -2.930 4.072
Cl 2.103 -0.559 3.910
C -1.894 3.251 -2.092
H 4.086 1.407 -2.367
C -3.135 1.788 -0.113
C 0.073 3.566 -3.410
C -1.290 2.141 -1.484
Cl 3.853 -5.578 2.965
C 2.852 -3.060 3.289
N 0.426 0.527 -1.265
C 2.918 0.747 0.738
H 5.769 2.663 -1.029
H -4.825 3.113 -0.350
H -3.683 4.450 -2.127
C -3.356 -1.512 1.282
C 0.673 2.428 -2.838

***

16
Properties=species:S:1:pos:R:3 method="wB97M-V/def2-TZVPD" lumo_ev="-0.5 / 0.1" homo_lumo_gap_ev="8.2 / 8.7" de_lowest_kj_mol=633.1 e_tot_ev=-24027.9329 charge=0
H 0.803 -2.762 -0.749
C 0.243 0.062 -0.588
H -1.401 -0.057 1.378
C 0.423 2.297 0.783
H 0.753 0.540 -1.423
H 0.107 1.758 1.729
H 2.511 -2.596 -0.825
H -2.004 -1.373 -0.548
H -2.409 1.124 -0.004
H 1.515 2.431 0.585
H -0.365 2.599 0.139
Si -1.506 -0.030 0.002
C 1.589 -2.081 -1.010
S 1.544 -0.799 0.289
O 2.666 0.083 0.069
H 1.305 -1.761 -1.971

***

18
Properties=species:S:1:pos:R:3 method="wB97M-V/def2-TZVPD" lumo_ev="3.8 / 3.7" s_squared=0.762 homo_lumo_gap_ev="6.3 / 6.2" de_lowest_kj_mol=244.8 e_tot_ev=-8897.6252 charge=-1 spin_multiplicity=2
H -1.282 -0.001 -2.146
C 0.482 -1.383 -2.201
H -0.573 -0.078 -3.787
H 0.711 1.477 4.191
H -0.548 0.279 -0.086
H -0.137 -1.434 0.432
H 0.599 3.162 3.391
H -1.499 -1.413 -3.127
H 0.905 -1.941 -3.075
C 0.544 2.085 3.319
H 1.249 -0.587 -1.956
O 0.110 -2.154 -1.182
H -0.042 -0.497 2.904
C -0.260 -0.357 0.737
H 0.214 1.982 1.308
C -0.751 -0.650 -2.855
C -0.006 0.067 1.975
N 0.283 1.445 2.160

***

111
Properties=species:S:1:pos:R:3 method="wB97M-V/def2-TZVPD" lumo_ev=1.7 homo_lumo_gap_ev=5.9 de_lowest_kj_mol=142.2 e_tot_ev=-91002.8458 charge=-1
C -0.807 0.225 4.312
C 2.486 2.935 0.228
H 3.984 -0.600 -0.716
H 4.458 -2.567 1.476
C -4.698 -2.713 1.787
H -1.939 -3.797 0.143
C -2.902 -3.835 0.641
H -2.430 1.128 1.303
C 4.383 -3.264 -3.629
C 0.354 3.236 1.635
Si 2.218 -3.689 -0.273
C 2.077 4.998 1.421
H 0.861 -4.297 -5.424
H -0.740 4.089 -1.549
O 0.482 -0.318 3.992
O 2.893 7.550 2.038
H -1.320 -3.229 -2.241
H 2.347 0.107 -3.147
H -2.705 4.192 -0.199
H -2.883 -0.956 -3.194
H 3.887 -5.159 0.894
C 1.547 -5.797 -3.034
C -4.857 -5.057 1.389
H 0.249 -5.253 -0.253
H 3.563 -5.680 -0.790
H 2.610 -5.834 -3.333
C -5.415 -3.896 1.910
N -3.260 0.805 1.789
N -2.854 -1.402 1.113
C 1.882 -2.961 -1.860
H -0.167 0.809 -4.977
C -2.177 -0.363 -2.589
C -1.509 -0.870 5.094
H -1.919 2.259 -4.643
H -1.164 -0.877 6.129
C 3.717 -4.802 -0.138
S -5.132 -1.106 2.317
H -3.204 1.063 -4.596
H -1.604 4.597 -3.012
H -1.251 3.779 2.977
N -1.531 0.671 -3.386
H 0.149 -4.048 1.062
H -0.657 1.150 4.869
C -0.323 4.136 2.542
H 3.399 3.474 -0.091
H -0.678 3.063 -2.977
C 0.384 -1.753 3.903
H -5.395 -5.994 1.474
H 3.271 -3.260 2.598
C -0.720 0.047 -4.423
N 1.864 7.170 2.556
C 1.370 5.819 2.262
C -3.265 2.466 -2.994
H -6.385 -3.916 2.398
C 4.483 -1.363 -1.344
H 0.961 -6.389 -3.759
H 3.784 -0.260 -4.146
C -3.611 -5.022 0.757
C -3.295 3.850 -1.057
H 2.206 -0.994 -4.546
H -2.596 -0.754 5.082
H -4.093 1.893 -2.567
H -1.360 0.456 3.397
H -1.399 -1.041 -2.239
H -0.361 6.027 3.524
C -3.448 -2.670 1.164
H -1.054 -4.916 -1.728
H -2.706 0.056 -1.728
H 4.631 -4.173 -3.054
C 0.931 -3.428 -4.752
C -0.880 -4.192 -2.545
H 1.249 -5.448 1.210
H -3.672 4.743 -1.589
C 3.443 -2.446 1.878
H 0.575 -2.075 2.882
H 5.324 -2.776 -3.934
O 1.216 7.862 3.313
H 1.839 -2.867 -5.030
Si 3.295 -2.133 -2.584
Si 0.954 -4.010 -2.954
H -1.433 -4.558 -3.429
H 5.317 -0.882 -1.875
O -0.143 2.128 1.333
C 0.840 -4.704 0.505
N -2.479 3.003 -1.906
H 0.063 -2.774 -4.943
H 3.397 -1.495 2.422
H 1.148 -2.180 4.547
H -3.189 -5.934 0.344
H -4.161 3.289 -0.695
C 2.863 -0.691 -3.713
H -1.045 -3.028 4.962
O 2.310 1.785 -0.161
H 3.853 -3.589 -4.544
H 0.003 -0.635 -3.968
H 1.463 -6.287 -2.046
H 4.908 -2.126 -0.664
H -1.329 -0.527 -5.143
H 3.012 5.356 1.003
C -1.317 3.729 -2.393
C 0.160 5.369 2.843
C 1.622 3.722 1.103
H 4.638 -4.293 -0.480
O 2.466 -2.430 0.840
C -1.035 -2.128 4.349
H -1.671 -2.300 3.479
Cs 0.740 -0.059 0.196
C -3.610 -0.517 1.660
H -3.949 1.483 2.036
H -3.718 3.284 -3.582
C -2.475 1.602 -3.972

***

15
Properties=species:S:1:pos:R:3 method="wB97M-V/def2-TZVPD" lumo_ev=0.5 homo_lumo_gap_ev=9.9 de_lowest_kj_mol=13.2 e_tot_ev=-8274.3777 charge=0
C 0.506 -0.594 0.879
H -2.843 2.730 -0.031
H 2.213 -3.220 -1.517
H -0.033 -0.023 -1.007
H 1.412 -1.927 -1.398
O 2.044 -2.393 -1.978
N -0.010 -0.889 -0.484
H -0.831 0.760 1.597
H 0.348 1.419 0.777
H 0.147 -1.394 1.523
O -1.930 2.962 -0.217
N 0.171 0.678 1.451
H 1.577 -0.720 0.834
H -0.939 -1.282 -0.428
H -1.834 3.894 0.000